1.
Molecular formula: C32H79BF7N6O12P2S2Si
Method: DFT, ωB97M-V/def2-TZVPD

Structure (XYZ):
```
142
Properties=species:S:1:pos:R:3:lowdin_charge:R:1
C 4.798 0.420 1.521 -0.157
Si 3.182 -0.507 1.291 0.604
C 3.328 -1.938 2.496 -0.166
C 3.041 -1.221 -0.440 -0.139
C 1.647 0.642 1.508 -0.425
C 1.804 1.799 0.473 -0.132
C 2.764 2.997 0.626 -0.188
C 3.339 3.497 -0.717 -0.196
C 3.821 2.425 -1.704 -0.182
C 2.781 1.910 -2.731 -0.282
N 1.587 2.747 -2.831 0.022
O 0.452 -0.009 1.117 -0.306
P -0.939 -0.004 2.150 0.775
C -1.937 -0.677 0.685 -0.264
C -2.325 0.184 -0.528 -0.292
C -3.595 1.027 -0.348 -0.526
S -3.617 2.558 -1.341 0.751
B -1.367 1.958 2.046 -0.657
O -1.301 2.738 0.901 0.085
O -1.682 2.600 3.224 0.102
C -2.447 -0.111 3.466 -0.463
F -2.065 0.408 4.658 0.047
F -3.442 0.703 2.956 0.022
C -3.221 -1.375 3.886 -0.336
F -4.083 -0.991 4.870 0.057
F -4.002 -1.814 2.874 0.056
P -0.358 -2.236 2.678 0.545
N 0.205 -2.535 4.098 -0.171
O -1.647 -3.224 2.405 -0.218
O 0.654 -2.838 1.528 -0.230
O 0.215 0.462 3.466 -0.288
C 1.448 0.891 3.057 -0.388
S 1.775 2.572 3.686 0.824
O 0.984 3.598 3.060 -0.271
O 3.205 2.714 3.802 -0.292
C 1.167 2.491 5.481 -0.644
F 2.111 3.079 6.233 0.118
F 0.037 3.162 5.627 0.153
F 1.006 1.246 5.920 0.153
H 4.960 0.710 2.562 0.038
H 4.933 1.302 0.897 0.012
H 5.579 -0.301 1.253 0.036
H 2.942 -1.752 3.501 0.026
H 4.397 -2.160 2.591 0.032
H 2.813 -2.820 2.127 0.002
H 3.675 -0.749 -1.192 0.032
H 1.992 -1.130 -0.746 0.029
H 3.277 -2.287 -0.425 0.009
H 2.064 1.273 -0.451 0.075
H 0.795 2.164 0.291 0.098
H 3.559 2.827 1.351 0.080
H 2.191 3.829 1.035 0.091
H 2.603 4.143 -1.198 0.095
H 4.185 4.154 -0.494 0.104
H 4.165 1.554 -1.137 0.078
H 4.701 2.804 -2.228 0.100
H 3.230 1.859 -3.727 0.102
H 2.537 0.873 -2.467 0.065
H 1.113 2.813 -1.937 0.055
H 0.931 2.341 -3.486 0.018
H -2.822 -1.214 1.028 0.076
H -1.273 -1.446 0.268 0.054
H -2.537 -0.539 -1.327 0.092
H -1.499 0.796 -0.896 0.089
H -4.464 0.465 -0.693 0.061
H -3.774 1.262 0.698 0.061
H -3.665 3.428 -0.330 -0.145
H -0.856 3.568 1.127 0.109
H -2.390 3.243 3.084 0.105
H -2.594 -2.177 4.267 0.130
H 0.279 -1.669 4.622 -0.033
H -1.746 -3.528 1.498 0.057
H 0.221 -3.057 0.697 0.047
H 2.216 0.341 3.619 0.111
C 4.528 -7.291 -1.636 -0.072
C 3.732 -6.183 -0.954 -0.431
C 3.721 -4.865 -1.733 -0.213
O 4.915 -4.115 -1.648 -0.192
C 5.989 -4.502 -2.472 -0.111
N 4.208 -6.030 0.421 0.049
H 5.601 -7.143 -1.506 0.063
H 4.277 -8.255 -1.195 0.073
H 4.314 -7.335 -2.706 0.075
H 2.688 -6.508 -0.899 0.137
H 2.955 -4.215 -1.303 0.100
H 3.453 -5.039 -2.786 0.118
H 5.632 -4.908 -3.426 0.090
H 6.633 -5.246 -1.994 0.075
H 6.583 -3.610 -2.670 0.087
H 3.601 -5.398 0.935 0.071
H 5.111 -5.564 0.397 0.070
C 0.167 -2.911 -5.719 -0.063
C 0.168 -2.355 -4.299 -0.423
C 0.789 -0.961 -4.179 -0.203
O 2.200 -0.942 -4.266 -0.199
C 2.742 -0.924 -5.566 -0.105
N 0.800 -3.326 -3.402 0.053
H 1.157 -3.268 -6.005 0.063
H -0.516 -3.757 -5.787 0.075
H -0.150 -2.155 -6.441 0.076
H -0.875 -2.252 -3.984 0.133
H 0.553 -0.561 -3.188 0.123
H 0.354 -0.280 -4.925 0.095
H 2.114 -0.341 -6.250 0.090
H 2.870 -1.928 -5.981 0.074
H 3.722 -0.451 -5.501 0.087
H 0.687 -3.013 -2.441 0.061
H 1.805 -3.290 -3.558 0.059
C -3.066 3.089 -4.764 -0.083
C -2.128 2.309 -5.680 -0.423
C -2.721 1.001 -6.214 -0.206
O -2.759 -0.052 -5.271 -0.198
C -3.846 -0.027 -4.363 -0.092
N -0.862 2.095 -4.982 0.047
H -3.117 2.646 -3.770 -0.034
H -2.700 4.107 -4.641 0.081
H -4.078 3.132 -5.173 0.081
H -1.922 2.933 -6.556 0.134
H -2.083 0.636 -7.024 0.118
H -3.723 1.174 -6.632 0.119
H -4.751 0.357 -4.845 0.093
H -3.635 0.580 -3.479 0.050
H -4.024 -1.053 -4.044 0.090
H -0.180 1.692 -5.618 0.066
H -1.019 1.380 -4.274 0.062
C -4.489 2.154 5.853 -0.053
C -4.873 3.572 5.446 -0.425
C -5.997 4.178 6.294 -0.212
O -7.295 3.687 6.008 -0.192
C -7.626 2.455 6.616 -0.112
N -5.165 3.610 4.011 0.050
H -5.212 1.416 5.505 0.067
H -3.531 1.887 5.414 0.057
H -4.404 2.069 6.939 0.085
H -3.999 4.214 5.607 0.136
H -6.049 5.252 6.091 0.118
H -5.779 4.051 7.364 0.117
H -7.174 2.372 7.610 0.088
H -7.308 1.598 6.018 0.077
H -8.711 2.426 6.718 0.083
H -5.307 4.571 3.715 0.070
H -6.053 3.145 3.848 0.074
```

For the HOMO-LUMO gap, the calculation gives 7.125 eV. As for the total charge: -1.

***

2.
Molecular formula: C32H79F2N6O13S2V
Method: DFT, ωB97M-V/def2-TZVPD

Structure (XYZ):
```
135
Properties=species:S:1:pos:R:3:lowdin_charge:R:1
O -10.595 1.011 0.927 -0.294
V -10.259 1.743 -0.502 0.924
O -11.720 1.998 -1.197 -0.332
N -9.610 3.621 -0.093 -0.312
S -8.935 4.385 1.364 0.661
O -9.901 4.663 2.418 -0.227
O -7.798 5.305 1.282 -0.247
F -8.240 3.070 2.032 -0.177
S -9.513 4.967 -0.823 0.518
O -8.280 5.271 -1.551 -0.237
O -10.418 6.043 -0.395 -0.237
F -10.496 4.370 -1.981 -0.229
C -11.755 7.476 -6.062 -0.002
C -12.432 7.255 -4.708 -0.447
C -13.503 8.369 -4.598 -0.113
C -14.797 8.103 -5.416 -0.151
C -15.408 6.787 -4.991 -0.125
C -14.459 5.553 -5.042 -0.408
N -13.057 5.881 -4.543 0.069
O -12.234 4.888 -4.630 0.122
C -15.068 4.535 -4.050 -0.010
C -14.409 4.970 -6.485 0.013
C -11.417 7.434 -3.607 -0.014
H -10.979 6.713 -6.131 0.096
H -11.301 8.464 -6.138 0.109
H -12.383 7.434 -6.952 0.087
H -13.699 8.579 -3.546 0.127
H -13.019 9.259 -4.999 0.126
H -14.618 8.212 -6.485 0.116
H -15.465 8.939 -5.210 0.122
H -16.211 6.508 -5.674 0.127
H -15.832 6.861 -3.989 0.125
H -15.084 4.943 -3.039 0.074
H -16.045 4.184 -4.380 0.109
H -14.557 3.574 -3.987 0.090
H -13.801 5.505 -7.215 0.087
H -13.916 4.002 -6.397 0.086
H -15.422 4.776 -6.837 0.105
H -10.938 8.414 -3.627 0.116
H -10.571 6.749 -3.657 0.089
H -11.870 7.300 -2.625 0.089
H -12.052 4.673 -3.712 0.137
C -2.900 5.510 -1.306 -0.039
C -4.214 5.549 -0.572 -0.444
C -3.844 6.204 0.807 -0.140
C -3.693 7.727 0.798 -0.153
C -4.940 8.326 0.030 -0.107
C -5.323 7.757 -1.372 -0.511
N -5.292 6.288 -1.322 -0.105
O -5.917 5.576 -2.371 -0.029
C -6.786 8.183 -1.549 -0.039
C -4.427 8.347 -2.420 -0.029
C -4.821 4.123 -0.286 -0.032
H -2.399 4.548 -1.195 0.082
H -2.147 6.263 -1.070 0.083
H -3.216 5.527 -2.349 0.086
H -4.702 6.016 1.453 0.089
H -2.948 5.759 1.239 0.126
H -2.763 8.020 0.312 0.095
H -3.639 8.063 1.834 0.110
H -4.826 9.409 -0.007 0.117
H -5.750 8.185 0.746 0.098
H -7.165 7.947 -2.543 0.079
H -7.474 7.770 -0.812 0.069
H -6.818 9.272 -1.511 0.086
H -4.662 9.376 -2.693 0.089
H -3.372 8.286 -2.155 0.079
H -4.468 7.655 -3.261 0.085
H -4.238 3.408 0.295 0.085
H -5.023 3.546 -1.189 0.062
H -5.758 4.261 0.254 0.051
H -6.754 5.354 -1.958 -0.003
C -9.243 3.220 5.278 -0.145
O -9.142 4.102 6.436 -0.106
H -9.067 3.896 4.441 0.032
H -8.441 2.487 5.191 0.070
H -10.208 2.741 5.116 0.078
H -9.366 3.592 7.218 0.068
C -5.860 4.497 3.922 -0.160
O -6.477 5.721 3.873 -0.124
H -5.389 4.404 2.943 0.070
H -5.171 4.543 4.765 0.096
H -6.683 3.817 4.145 0.059
H -6.836 5.779 2.985 0.020
C -5.786 0.530 -0.858 -0.031
C -7.151 1.271 -1.055 -0.414
C -7.690 0.972 -2.462 -0.171
O -8.965 1.543 -2.641 -0.271
C -9.523 1.470 -4.000 -0.004
N -8.043 0.818 -0.064 0.027
H -5.038 0.814 -1.598 0.087
H -5.945 -0.529 -1.063 0.081
H -5.359 0.549 0.145 0.090
H -6.931 2.328 -0.899 0.121
H -7.747 -0.069 -2.782 0.141
H -7.055 1.403 -3.236 0.139
H -8.705 1.771 -4.655 0.098
H -10.372 2.141 -4.135 0.086
H -9.778 0.429 -4.199 0.102
H -7.664 0.946 0.863 0.108
H -8.027 -0.177 -0.237 0.115
C -14.647 2.357 2.212 -0.047
C -13.668 3.489 2.564 -0.420
C -13.025 4.346 1.451 -0.128
O -14.119 5.138 0.817 -0.155
C -13.783 5.568 -0.428 -0.175
N -14.215 4.362 3.608 0.034
H -15.008 2.004 3.178 0.075
H -14.118 1.529 1.742 0.072
H -15.581 2.674 1.747 0.075
H -12.917 3.031 3.208 0.130
H -12.523 3.648 0.782 0.093
H -12.220 4.979 1.826 0.097
H -14.481 6.318 -0.802 0.087
H -13.765 4.736 -1.132 0.077
H -12.861 6.148 -0.400 0.067
H -14.952 4.962 3.267 0.068
H -13.446 5.011 3.697 0.064
C -8.957 8.389 2.354 -0.088
C -8.829 8.341 3.890 -0.363
C -7.630 9.251 4.460 -0.188
O -7.575 9.467 5.867 -0.183
C -6.509 10.331 6.338 -0.075
N -10.156 8.855 4.278 0.027
H -8.157 7.823 1.879 0.039
H -8.743 9.374 1.941 0.079
H -9.895 7.979 1.978 0.071
H -8.526 7.330 4.163 0.117
H -7.795 10.165 3.889 0.106
H -6.741 8.833 3.988 0.111
H -6.773 11.285 5.879 0.077
H -5.597 10.069 5.801 0.077
H -6.390 10.412 7.418 0.089
H -10.885 8.285 3.873 0.054
H -10.281 9.725 3.779 0.064
```

For the HOMO-LUMO gap (alpha / beta), the calculation gives 5.102 / 3.126 eV. As for the total charge: +1. As for the spin multiplicity: 2.

***

Q: What is the total charge in the first record?
A: -1

***

Q: Among the records above, which one has the lowest total charge?
A: C32H79BF7N6O12P2S2Si

***

Q: Which of these has the lowest total charge?
A: C32H79BF7N6O12P2S2Si

***

Q: The lowest total charge belongs to which entry?
A: C32H79BF7N6O12P2S2Si